# 1
{"formula": "C6H13O2", "method": "ωB97M-V/def2-TZVPD", "relative_energy_ev": 0.684, "charge": -1, "e_homo_ev": -4.049, "symbols": ["C", "C", "C", "H", "H", "H", "H", "H", "H", "H", "H", "C", "C", "C", "O", "O", "H", "H", "H", "H", "H"], "positions_angstrom": [[-0.328, 2.169, -0.584], [-1.253, 1.149, -1.210], [1.040, 2.164, -1.305], [-0.813, 3.147, -0.518], [-0.044, 1.988, 0.456], [-0.940, 0.097, -1.092], [1.340, 1.212, -1.731], [1.166, 2.977, -2.021], [-1.264, 1.241, -2.303], [-2.290, 1.134, -0.871], [1.841, 2.406, -0.588], [-0.257, -1.574, 1.203], [0.913, -1.827, 2.125], [-0.369, -2.495, -0.091], [0.315, -3.533, -0.074], [-1.190, -2.100, -0.956], [-1.241, -1.722, 1.670], [-0.394, -0.557, 0.849], [1.636, -1.024, 2.281], [1.483, -2.637, 1.648], [0.646, -2.215, 3.111]], "atomic_forces_ev_per_a": [[0.71, -0.22, 0.14], [-0.17, -1.16, -0.39], [0.63, 1.21, 0.67], [0.28, 0.18, -0.49], [-0.62, -0.59, 0.12], [0.14, 0.36, 0.26], [-0.42, -0.12, -0.17], [-0.34, -0.25, -0.50], [-0.11, 0.42, 0.06], [0.02, 0.39, 0.16], [-0.18, -0.16, 0.07], [-1.22, 0.13, -0.74], [0.70, -0.88, -0.11], [-0.07, 0.22, 0.51], [0.19, -0.17, -0.17], [0.25, 0.01, 0.25], [0.24, -0.28, 0.32], [0.55, 0.35, 0.00], [-0.31, 0.37, -0.13], [-0.08, 0.05, 0.13], [-0.20, 0.14, 0.02]], "nbo_charge": [-0.405, -0.647, -0.609, 0.182, 0.195, 0.279, 0.220, 0.189, 0.189, 0.202, 0.191, -0.552, -0.639, 0.778, -0.780, -0.803, 0.201, 0.199, 0.181, 0.245, 0.183]}

# 2
{"formula": "C6H13O4Rh", "method": "ωB97M-V/def2-TZVPD", "relative_energy_ev": 2.131, "charge": 1, "s2": 8.77, "spin_multiplicity": 6, "e_homo_ev": [-10.161, -12.951], "symbols": ["C", "O", "H", "H", "H", "O", "C", "C", "O", "C", "C", "O", "C", "Rh", "H", "H", "H", "H", "H", "H", "H", "H", "H", "H"], "positions_angstrom": [[2.131, 1.888, -1.169], [2.224, 0.489, -1.129], [3.087, 2.311, -0.821], [1.925, 2.262, -2.187], [1.317, 2.247, -0.512], [-1.502, -0.355, 2.364], [-0.468, -0.796, 2.849], [0.294, -1.891, 2.174], [-0.248, -2.246, 0.970], [1.050, -0.308, -0.520], [-0.194, -0.212, -1.381], [-1.356, 0.019, -0.582], [-2.285, 0.902, -1.198], [-2.007, -1.494, 0.656], [-0.042, -0.337, 3.761], [0.397, -2.707, 2.924], [1.331, -1.493, 2.069], [1.458, -1.322, -0.639], [0.879, 0.201, 0.448], [-0.333, -1.149, -1.944], [-0.086, 0.619, -2.096], [-3.162, 0.964, -0.548], [-1.825, 1.896, -1.308], [-2.584, 0.516, -2.183]], "atomic_forces_ev_per_a": [[-0.53, 0.51, 0.20], [-1.68, -2.02, 0.57], [-0.37, -0.13, -0.13], [0.10, -0.17, 0.28], [0.30, 0.08, -0.08], [-4.53, 1.26, -2.30], [3.57, -0.04, 3.60], [2.46, -0.60, 0.69], [-0.68, -0.05, 0.52], [2.62, 2.19, -1.71], [0.69, -0.16, -1.02], [0.11, 0.64, -0.45], [-0.66, 0.58, -0.45], [-0.50, -0.70, 0.17], [-0.01, -0.31, -0.44], [-0.35, -0.20, -0.67], [-0.30, -0.42, -0.38], [-0.14, 0.49, 1.11], [0.06, -1.00, -0.08], [-0.08, 0.38, 0.03], [-0.11, -0.26, 0.27], [0.14, 0.11, -0.09], [-0.19, -0.31, 0.08], [0.08, 0.12, 0.27]], "nbo_charge": [-0.261, -0.546, 0.210, 0.178, 0.154, -0.462, -0.022, -0.134, -0.575, -0.114, -0.123, -0.587, -0.263, 1.353, 0.251, 0.234, 0.217, 0.234, 0.202, 0.202, 0.227, 0.205, 0.218, 0.203]}

# 3
{"formula": "C6H13O8Zn", "method": "ωB97M-V/def2-TZVPD", "relative_energy_ev": 0.861, "charge": -1, "e_homo_ev": -4.281, "symbols": ["Zn", "C", "C", "O", "O", "H", "H", "H", "C", "C", "O", "O", "H", "H", "H", "C", "C", "O", "O", "H", "H", "H", "O", "H", "H", "O", "H", "H"], "positions_angstrom": [[-0.030, 0.960, -0.184], [-0.649, -2.708, 2.347], [-1.075, -1.731, 1.284], [-2.266, -1.694, 0.853], [-0.255, -0.874, 0.903], [0.358, -3.051, 2.111], [-1.289, -3.570, 2.535], [-0.630, -2.047, 3.213], [3.410, 1.761, 1.776], [2.064, 1.493, 0.991], [2.041, 0.913, -0.123], [0.975, 1.766, 1.467], [4.192, 1.828, 1.020], [3.606, 0.828, 2.304], [3.341, 2.653, 2.400], [-0.802, -1.982, -3.281], [-1.300, -0.843, -2.448], [-0.553, 0.065, -1.971], [-2.517, -0.800, -2.081], [-1.494, -2.805, -3.107], [0.164, -2.221, -2.835], [-0.625, -1.753, -4.332], [0.088, 2.646, -1.313], [-0.580, 2.942, -1.931], [0.664, 3.402, -1.201], [-1.928, 1.607, 0.364], [-2.634, 0.969, 0.255], [-2.278, 2.247, 0.983]], "atomic_forces_ev_per_a": [[-0.50, -2.69, -0.07], [0.49, 0.09, 0.03], [-3.65, 0.70, -1.87], [0.77, -0.91, 1.28], [2.40, 0.87, 0.17], [0.11, 0.06, 0.26], [-0.24, 0.30, -0.24], [0.27, -0.37, 0.44], [-1.26, -0.67, -1.67], [1.83, -0.81, -0.45], [2.01, -0.18, -0.87], [-2.08, 2.00, 2.65], [0.08, 0.29, 0.12], [-0.04, 0.25, 0.44], [0.03, -0.32, 0.07], [0.71, -0.15, 0.61], [-4.08, 1.78, 2.72], [2.35, 0.35, -0.75], [1.14, -1.01, -1.74], [0.08, 0.03, -0.43], [0.17, -0.30, -0.18], [-0.28, 0.07, 0.02], [0.15, 1.27, -0.57], [-0.42, -0.42, -0.20], [0.38, -0.01, 0.29], [-0.62, 0.68, 0.07], [-0.08, -1.07, -0.37], [0.31, 0.17, 0.26]], "nbo_charge": [1.732, -0.718, 0.766, -0.756, -0.865, 0.208, 0.204, 0.215, -0.723, 0.777, -0.814, -0.800, 0.216, 0.231, 0.213, -0.724, 0.772, -0.915, -0.731, 0.229, 0.220, 0.207, -0.960, 0.500, 0.488, -0.987, 0.531, 0.483]}

Respective E_tot values: -386.93436 -647.32785 -2617.83444 Eh.